No. 1
Molecular formula: C8H16AlO14P2
Method: DFT, ωB97M-V/def2-TZVPD

```
! RIJCOSX wB97M-V def2-TZVPD def2/J DEFGRID3
* xyz -3 1
Al -2.881 1.137 0.825
P 0.149 -0.175 -4.331
O -0.383 0.458 -5.587
O 0.411 0.929 -3.276
O 1.342 -1.009 -4.913
O -1.188 -0.873 -4.035
P -5.642 3.932 -3.691
O -4.978 3.781 -5.149
O -7.118 4.537 -3.524
O -4.549 4.450 -2.679
O -5.613 2.429 -3.371
C 0.641 -6.971 -0.745
C -0.627 -6.122 -0.703
O -1.462 -6.792 0.191
C -2.430 -6.208 0.784
O -2.793 -5.023 0.714
O -3.076 -7.204 1.471
C -4.055 -6.955 2.405
H 0.981 -7.089 0.284
H 1.413 -6.459 -1.320
H 0.388 -7.944 -1.166
H -1.054 -5.936 -1.689
H -0.393 -5.132 -0.311
H -5.028 -7.174 1.966
H -4.021 -5.943 2.808
H -3.882 -7.652 3.224
C 5.250 6.199 -0.039
C 4.032 5.663 0.640
O 4.221 5.386 1.968
C 3.186 4.909 2.682
O 2.064 4.635 2.247
O 3.514 4.971 3.920
C 2.632 4.374 4.912
H 5.608 7.111 0.440
H 4.974 6.587 -1.020
H 6.106 5.530 -0.128
H 3.825 4.701 0.172
H 3.148 6.263 0.427
H 2.517 3.296 4.801
H 1.650 4.848 4.919
H 3.121 4.534 5.873
*
```

The HOMO energy is 3.10 eV. The value obtained for the energy relative to the best compared isomer or geometry (same formula, charge and spin) is 148.7 kcal/mol.

natural (NBO) population analysis, charges in e, atoms 1 to 8: number 1, Al, carries -0.0006; number 2, P, carries 2.4026; number 3, O, carries -0.7605; number 4, O, carries -1.0906; number 5, O, carries -1.1155; number 6, O, carries -0.8241; number 7, P, carries 2.3771; number 8, O, carries -0.8806

No. 2
Molecular formula: C8H16B3BaF12O6
Method: DFT, ωB97M-V/def2-TZVPD

```
! RIJCOSX wB97M-V def2-TZVPD def2/J DEFGRID3
* xyz -3 1
Ba -0.165 0.809 0.520
B -2.677 0.289 -1.935
F -2.430 0.197 -0.506
F -1.475 -0.089 -2.542
F -3.832 -0.429 -2.295
F -2.938 1.639 -2.191
B -1.353 0.232 3.275
F -0.869 -1.039 2.830
F -0.284 1.154 3.311
F -2.207 0.711 2.282
F -1.965 0.077 4.519
B 2.955 1.627 0.759
F 4.349 1.447 0.697
F 2.637 2.942 0.487
F 2.348 0.713 -0.145
F 2.333 1.340 2.010
C 2.165 1.092 -3.410
C 1.576 2.346 -2.725
O 0.553 2.169 -2.027
O 2.140 3.426 -3.026
H 3.169 1.233 -3.813
H 1.475 0.862 -4.232
H 2.161 0.229 -2.747
C -3.078 4.395 1.143
C -1.913 4.148 0.177
O -1.004 3.390 0.654
O -1.958 4.692 -0.920
H -2.738 4.899 2.055
H -3.547 3.455 1.446
H -3.850 5.020 0.681
C -0.459 -5.249 0.426
O 0.607 -4.362 0.416
C 0.533 -3.420 1.470
C 1.486 -2.291 1.174
O 1.002 -1.548 0.080
C 1.249 -1.993 -1.222
H -0.542 -5.781 1.388
H -0.381 -5.958 -0.394
H -1.410 -4.701 0.296
H 0.718 -3.915 2.434
H -0.490 -3.024 1.479
H 2.476 -2.705 0.917
H 1.730 -1.618 1.995
H 0.561 -2.797 -1.503
H 2.269 -2.385 -1.315
H 1.071 -1.227 -1.973
*
```

The HOMO energy is 0.68 eV.

Löwdin population analysis, charges in e, atoms 1 to 8: number 1, Ba, carries 2.2533; number 2, B, carries -1.2431; number 3, F, carries -0.1073; number 4, F, carries 0.0973; number 5, F, carries 0.0784; number 6, F, carries 0.1113; number 7, B, carries -1.3228; number 8, F, carries 0.0453

No. 3
Molecular formula: C8H16BClF3OS
Method: DFT, ωB97M-V/def2-TZVPD

```
! RIJCOSX wB97M-V def2-TZVPD def2/J DEFGRID3
* xyz -1 1
F 2.060 1.046 1.455
C 0.930 1.634 1.047
F 0.078 0.759 0.524
C 0.677 2.943 1.092
F 1.191 3.701 2.080
C -0.110 3.644 0.035
C -1.520 4.107 0.429
B -2.641 2.926 0.409
S -2.673 2.112 2.184
Cl -4.369 3.643 0.030
H 0.498 4.508 -0.236
H -0.162 2.981 -0.822
H -1.832 4.839 -0.314
H -1.502 4.564 1.415
H -2.414 2.066 -0.408
H -3.975 1.935 2.440
C 2.375 -1.972 -0.186
C 1.166 -1.915 -1.104
O 1.077 -3.014 -2.000
C 0.955 -4.285 -1.400
C -0.289 -4.443 -0.541
H 3.291 -2.090 -0.768
H 2.445 -1.057 0.399
H 2.317 -2.809 0.512
H 1.232 -1.028 -1.733
H 0.244 -1.816 -0.524
H 1.856 -4.525 -0.821
H 0.915 -4.996 -2.227
H -0.259 -3.801 0.339
H -0.381 -5.475 -0.198
H -1.181 -4.181 -1.111
*
```

The HOMO energy is -4.27 eV.

natural (NBO) population analysis, charges in e, atoms 1 to 8: number 1, F, carries -0.3248; number 2, C, carries 0.6337; number 3, F, carries -0.2984; number 4, C, carries 0.2596; number 5, F, carries -0.3238; number 6, C, carries -0.4480; number 7, C, carries -0.6716; number 8, B, carries 0.0240

No. 4
Molecular formula: C8H16BN
Method: DFT, ωB97M-V/def2-TZVPD

```
! RIJCOSX wB97M-V def2-TZVPD def2/J DEFGRID3
* xyz 0 1
B 0.561 -0.725 -0.142
C 1.800 -1.454 -0.714
C 1.392 -2.049 -1.838
C -0.054 -1.783 -2.117
C -2.150 0.591 -1.981
C 1.610 0.090 2.768
C 0.249 1.871 1.597
C -1.862 -0.525 -0.973
C 0.383 0.412 1.958
N -0.489 -0.957 -1.008
H 2.809 -1.532 -0.344
H 1.973 -2.660 -2.512
H -0.183 -1.274 -3.079
H -0.632 -2.716 -2.153
H -1.484 1.432 -1.803
H -2.003 0.242 -3.000
H -3.178 0.932 -1.883
H 1.631 -0.961 3.047
H 1.625 0.689 3.685
H 2.516 0.319 2.208
H -0.598 2.043 0.932
H 0.097 2.483 2.498
H 1.152 2.229 1.112
H -2.068 -0.163 0.035
H -2.523 -1.378 -1.178
H -0.529 -0.011 2.368
*
```

The HOMO energy is -7.73 eV. The value obtained for the energy relative to the best compared isomer or geometry (same formula, charge and spin) is 10.8 kcal/mol.

natural (NBO) population analysis, charges in e, atoms 1 to 8: number 1, B, carries 0.7693; number 2, C, carries -0.5598; number 3, C, carries -0.1412; number 4, C, carries -0.2580; number 5, C, carries -0.6148; number 6, C, carries -0.6453; number 7, C, carries -0.6421; number 8, C, carries -0.1927

No. 5
Molecular formula: C8H16Br2IrN4O2
Method: DFT, ωB97M-V/def2-TZVPD

```
! RIJCOSX wB97M-V def2-TZVPD def2/J DEFGRID3
* xyz 1 5
Ir 1.165 -1.188 0.677
Br 1.035 -3.574 -0.899
C 2.941 -3.986 -0.964
Br 3.777 -3.902 0.755
H 3.399 -3.254 -1.617
H 3.024 -4.997 -1.340
O 1.249 -1.013 4.145
C 1.149 -2.171 3.651
O 1.044 -2.463 2.439
H 1.166 -3.005 4.360
C -1.530 1.368 -3.140
C -1.960 1.420 -1.667
C -3.435 1.008 -1.528
C -1.742 2.829 -1.084
C -1.137 0.495 -0.890
N -0.490 -0.232 -0.282
H -2.137 2.082 -3.695
H -1.698 0.377 -3.561
H -0.481 1.634 -3.267
H -4.041 1.734 -2.069
H -3.753 1.006 -0.485
H -3.614 0.024 -1.960
H -2.341 3.536 -1.657
H -0.696 3.126 -1.152
H -2.059 2.877 -0.042
N 0.231 1.638 2.531
N 1.175 0.715 2.377
H 0.445 2.465 3.084
H -0.696 1.255 2.683
H 1.173 -0.145 3.265
H 2.093 1.161 2.355
N 3.847 -0.260 -0.802
C 2.895 -0.564 -0.219
*
```

The HOMO energy (alpha / beta) is -11.71 / -12.64 eV. Its expectation value of S² is 6.014. The value obtained for the energy relative to the best compared isomer or geometry (same formula, charge and spin) is 0.0 kcal/mol.

natural (NBO) population analysis, charges in e, atoms 1 to 8: number 1, Ir, carries 1.1031; number 2, Br, carries 0.0921; number 3, C, carries -0.5193; number 4, Br, carries 0.0947; number 5, H, carries 0.2492; number 6, H, carries 0.2452; number 7, O, carries -0.6301; number 8, C, carries 0.6956

No. 6
Molecular formula: C8H16Br4O4Sr3
Method: DFT, ωB97M-V/def2-TZVPD

```
! RIJCOSX wB97M-V def2-TZVPD def2/J DEFGRID3
* xyz 1 2
Sr 2.914 -0.984 2.317
Sr -2.420 0.440 3.177
Sr -0.571 -3.052 2.725
O -0.809 2.431 2.908
C -0.250 2.731 1.611
C 1.337 2.396 1.496
O 1.887 1.381 2.196
H -0.420 3.755 1.278
H -0.822 2.241 0.823
H 1.925 3.255 1.820
H 1.638 2.375 0.449
O -1.690 -1.188 1.388
C -1.203 -1.126 0.082
C 0.359 -1.341 -0.160
O 1.104 -2.159 0.746
H -1.618 -0.183 -0.274
H -1.816 -1.788 -0.528
H 0.723 -0.315 -0.100
H 0.651 -1.630 -1.169
Br 4.809 -1.678 -0.110
C 4.054 -2.416 -1.729
C 3.350 -3.772 -1.423
Br 2.583 -4.348 -3.173
H 4.810 -2.447 -2.513
H 3.300 -1.791 -2.207
H 2.578 -3.683 -0.658
H 4.070 -4.547 -1.160
Br -2.723 1.392 -2.843
C -3.489 2.652 -1.432
C -4.215 1.779 -0.501
Br -4.850 2.864 0.988
H -4.071 3.361 -2.021
H -2.644 3.161 -0.968
H -3.465 1.079 -0.134
H -5.015 1.155 -0.899
*
```

The HOMO energy (alpha / beta) is -8.78 / -9.14 eV. Its expectation value of S² is 0.751. The value obtained for the energy relative to the best compared isomer or geometry (same formula, charge and spin) is 0.0 kcal/mol.

natural (NBO) population analysis, charges in e, atoms 1 to 8: number 1, Sr, carries 1.7868; number 2, Sr, carries 1.7860; number 3, Sr, carries 1.1032; number 4, O, carries -1.0762; number 5, C, carries -0.0779; number 6, C, carries -0.0588; number 7, O, carries -1.0740; number 8, H, carries 0.1468

| no. | F_max (eV/A) |
| --- | --- |
| 1 | 4.64 |
| 2 | 2.72 |
| 3 | 1.17 |
| 4 | 3.63 |
| 5 | 1.86 |
| 6 | 4.44 |